Formula: C5H9NO
Source: the OMol25 dataset
Level of theory: ωB97M-V/def2-TZVPD

```
! RIJCOSX wB97M-V def2-TZVPD def2/J DEFGRID3
* xyz 0 1
N -0.96009 0.24974 3.44256
C -0.71059 0.15891 2.31614
C -0.45182 0.03887 0.88422
C 0.97718 0.10745 0.30053
C 0.46580 -0.83631 -0.82080
C -0.58358 -1.33659 0.19171
H -1.08166 0.76793 0.36114
H 1.68434 -0.42599 0.94198
H 1.39997 1.09961 0.10015
H -0.01804 -0.28551 -1.63249
H 1.16865 -1.55306 -1.24903
H -0.16028 -2.11741 0.83041
H -1.57412 -1.63628 -0.15539
O 0.00655 1.87825 -2.23916
H 0.60548 1.71995 -1.49931
H -0.81322 2.17299 -1.82609
*
```

Computed properties:
frontier orbital gap: 12.03 eV
highest occupied orbital energy: -11.4642 eV
SMILES: N#CC1CCC1.O

Formula: C5H9NO
Source: the OMol25 dataset
Level of theory: ωB97M-V/def2-TZVPD

```
! RIJCOSX wB97M-V def2-TZVPD def2/J DEFGRID3
* xyz 0 1
C 0.26304 1.66622 -0.50803
C 0.77606 0.23962 -0.43117
C 0.13894 -0.61944 -1.51877
O 0.00752 -0.49211 -2.70510
N -0.27330 -1.56291 -0.64822
C 0.26126 -0.81957 0.58470
C -0.73690 -0.33962 1.64121
H -0.82087 1.71889 -0.37065
H 0.46722 2.01843 -1.52520
H 0.73478 2.35588 0.19449
H 1.85876 0.20258 -0.55619
H -0.75813 -2.37257 -1.01532
H 1.09256 -1.32985 1.08623
H -1.52374 0.27561 1.19521
H -0.30492 0.27225 2.45961
H -1.18227 -1.21342 2.11721
*
```

Computed properties:
frontier orbital gap: 10.48 eV
highest occupied orbital energy: -9.5339 eV
SMILES: C[C@@H]1C(=O)N[C@@H]1C

Formula: C5H9NO
Source: the OMol25 dataset
Level of theory: ωB97M-V/def2-TZVPD

```
! RIJCOSX wB97M-V def2-TZVPD def2/J DEFGRID3
* xyz 0 1
O 0.23169 2.25347 -0.43948
C -0.02645 0.90793 -0.81440
C 1.16281 -0.02785 -0.53509
C -1.46071 -1.03481 0.25977
C -0.16201 -1.58812 0.72220
N 1.06840 -0.79485 0.69984
C -1.32579 0.37562 -0.16534
H 0.42973 2.26953 0.50652
H -0.18550 0.96647 -1.89616
H 2.08400 0.56534 -0.53208
H 1.25342 -0.75206 -1.35592
H -0.02175 -2.49274 0.09946
H -0.31931 -2.00200 1.72906
H 1.10509 -0.18186 1.50898
H -2.21457 0.77248 -0.66639
H -1.38089 0.77932 0.87364
*
```

Computed properties:
frontier orbital gap: 8.34 eV
highest occupied orbital energy: -8.1412 eV

Formula: C5H9NO
Source: the OMol25 dataset
Level of theory: ωB97M-V/def2-TZVPD

```
! RIJCOSX wB97M-V def2-TZVPD def2/J DEFGRID3
* xyz 0 1
C 1.28141 -0.86375 0.01428
C 0.17967 0.21831 -0.14355
C 0.81947 1.55685 -0.50520
N -1.31433 -0.14803 -0.74110
C -1.62246 -0.93524 0.48825
C -0.79272 0.24533 0.98478
O -1.12498 1.20062 1.63068
H 1.75673 -0.77518 1.00811
H 2.09785 -0.75549 -0.71238
H 0.88948 -1.87882 -0.04960
H 1.37877 1.49135 -1.44626
H 1.55174 1.87550 0.25873
H 0.06301 2.33725 -0.56411
H -1.34587 -0.64923 -1.61365
H -2.62345 -0.96861 0.93307
H -1.19432 -1.95086 0.45797
*
```

Computed properties:
frontier orbital gap: 10.28 eV
highest occupied orbital energy: -9.4056 eV

Formula: C5H9NO
Source: the OMol25 dataset
Level of theory: ωB97M-V/def2-TZVPD

```
! RIJCOSX wB97M-V def2-TZVPD def2/J DEFGRID3
* xyz 0 1
C -0.79782 0.12020 -1.45416
C -1.03058 0.31250 -0.15396
C -1.44294 -0.77804 0.80554
C -0.86043 1.63991 0.38680
N -0.67854 2.69013 0.84273
H -0.89090 -0.87158 -1.88746
H -0.50139 0.92998 -2.11395
H -0.99777 -1.73024 0.50495
H -1.12099 -0.55698 1.82721
H -2.53212 -0.88749 0.81948
H 1.60527 -0.61569 -2.23656
H 1.94316 -0.77347 -1.59075
C 1.82749 0.13838 1.06368
O 2.26317 -0.90116 0.63401
H 1.96668 1.10442 0.54765
H 1.24771 0.17914 2.00480
*
```

Computed properties:
frontier orbital gap: 10.48 eV
highest occupied orbital energy: -10.3048 eV
SMILES: C=C(C)C#N.[H][H].C=O

Formula: C5H9NO
Source: the OMol25 dataset
Level of theory: ωB97M-V/def2-TZVPD

```
! RIJCOSX wB97M-V def2-TZVPD def2/J DEFGRID3
* xyz 0 1
C -0.68251 1.30581 -0.88575
C 0.31508 0.96164 0.20488
O -0.10969 1.40257 1.48022
C 0.63741 -0.52754 0.28828
C -0.52193 -1.51793 0.30041
C 1.61384 -0.95302 -0.71534
N 2.57663 -1.54340 -0.95606
H -0.34736 0.95881 -1.87065
H -0.82579 2.38736 -0.92105
H -1.65239 0.83910 -0.67341
H 1.26025 1.48608 0.02098
H -1.04279 1.16987 1.57368
H 1.19688 -0.64572 1.22538
H -0.14655 -2.53053 0.48504
H -1.04896 -1.52752 -0.65632
H -1.22211 -1.26558 1.09971
*
```

Computed properties:
frontier orbital gap: 11.43 eV
highest occupied orbital energy: -10.8087 eV
SMILES: C[C@@H](O)[C@@H](C)C#N

Formula: C5H9NO
Source: the OMol25 dataset
Level of theory: ωB97M-V/def2-TZVPD

```
! RIJCOSX wB97M-V def2-TZVPD def2/J DEFGRID3
* xyz 0 1
C 0.04490 -0.20677 1.56617
C 0.09253 -0.69287 0.25385
O -0.17009 -2.05543 0.12296
C -0.81606 0.27188 -0.63963
N 0.17094 0.51027 -1.64750
C 1.25370 1.27403 -1.02191
C 1.13586 -0.18351 -0.77494
H -0.47278 -0.79849 2.31655
H -2.16539 -0.20724 1.30515
H 0.53502 0.70436 1.88194
H -0.80038 -2.13198 -0.60964
H -1.26502 1.17346 -0.20167
H -2.39766 -0.34408 0.59622
H 0.97155 2.00315 -0.26576
H 2.03424 1.58875 -1.71204
H 1.84865 -0.90552 -1.16976
*
```

Computed properties:
frontier orbital gap (alpha / beta): 8.00 / 8.21 eV
highest occupied orbital energy (alpha / beta): -8.2670 / -8.3214 eV

Formula: C5H9NO
Source: the OMol25 dataset
Level of theory: ωB97M-V/def2-TZVPD

```
! RIJCOSX wB97M-V def2-TZVPD def2/J DEFGRID3
* xyz 0 1
C -0.25586 1.02377 -2.30072
O -0.36482 0.04387 -1.29886
C -0.22750 0.57523 -0.01179
C -0.37176 -0.58107 0.97778
C 0.81311 -1.54088 0.95315
C -0.22591 0.67098 3.21778
N -0.46310 0.00553 2.27852
H -0.41359 0.52170 -3.25748
H 0.73878 1.49609 -2.29847
H -1.01649 1.81009 -2.17581
H -0.99542 1.33993 0.19279
H 0.75871 1.05085 0.12887
H -1.30142 -1.10993 0.74215
H 0.67838 -2.33792 1.69087
H 0.91955 -1.97633 -0.04295
H 1.72734 -0.99191 1.20416
*
```

Computed properties:
frontier orbital gap: 11.33 eV
highest occupied orbital energy: -10.4040 eV

Formula: C5H9NO
Source: the OMol25 dataset
Level of theory: ωB97M-V/def2-TZVPD

```
! RIJCOSX wB97M-V def2-TZVPD def2/J DEFGRID3
* xyz 0 1
O -0.76519 -0.01509 -1.46198
C -0.85390 0.50956 -0.09546
C -0.73051 -0.80532 0.61376
C 0.55767 -1.50767 0.16367
N 1.49760 -0.35917 -0.24977
C 0.81753 0.61050 0.40788
C -0.09645 1.82591 0.04264
H -1.39211 0.72539 -1.97112
H -0.82032 -0.46734 1.73310
H -1.44742 -1.73686 0.53095
H 0.48923 -1.85033 -0.86539
H 1.12034 -2.03666 0.95342
H 1.23566 -0.14027 -1.27739
H 0.77769 0.58633 1.59334
H 0.07043 2.22357 -1.02386
H -0.46026 2.43745 0.90621
*
```

Computed properties:
frontier orbital gap: 8.20 eV
highest occupied orbital energy: -7.4326 eV
SMILES: O[C@@]12CCN[C@H]1C2

Formula: C5H9NO
Source: the OMol25 dataset
Level of theory: ωB97M-V/def2-TZVPD

```
! RIJCOSX wB97M-V def2-TZVPD def2/J DEFGRID3
* xyz 0 1
C 1.86221 -0.97807 0.22804
C 0.91097 0.45907 0.44921
C -0.27209 0.24443 -0.49248
O -0.17615 -1.10519 -0.94522
C -1.66928 0.21023 0.14270
C -2.32246 1.49745 0.36282
N -2.87190 2.50453 0.51001
H 2.80054 -0.59096 -0.14106
H 1.91763 -1.43159 1.20841
H 1.69917 -1.88585 -0.41758
H 1.48046 1.38549 0.21103
H 0.55855 0.66647 1.49072
H -0.24829 0.93747 -1.34271
H 0.22750 -1.18332 -1.80892
H -1.61209 -0.34631 1.08503
H -2.28479 -0.38384 -0.53998
*
```

Computed properties:
frontier orbital gap: 10.99 eV
highest occupied orbital energy: -10.4036 eV
SMILES: CC[C@@H](O)CC#N

Formula: C5H9NO2
Source: the OMol25 dataset
Level of theory: ωB97M-V/def2-TZVPD

```
! RIJCOSX wB97M-V def2-TZVPD def2/J DEFGRID3
* xyz 0 1
C -2.57291 1.21851 0.44874
N -1.22577 0.72276 0.25165
C -0.99989 -0.29574 -0.49216
O -1.61928 -1.06643 -1.18395
H -3.19622 0.56380 1.06789
H -2.53948 2.18033 0.96178
H -3.14097 1.34540 -0.47924
C 1.53645 -1.59923 0.35617
C 1.37559 0.72815 -0.59312
C 0.95942 -0.60982 -0.63994
O 1.93700 1.34730 0.42272
H 1.95727 0.76621 1.19946
H 1.46019 1.30304 -1.50736
H 1.00081 -0.99830 -1.65333
H 2.58218 -1.83952 0.14926
H 1.49268 -1.22447 1.38075
H 0.99293 -2.54199 0.31070
*
```

Computed properties:
frontier orbital gap: 8.47 eV
highest occupied orbital energy: -8.6731 eV

Formula: C5H9NO2
Source: the OMol25 dataset
Level of theory: ωB97M-V/def2-TZVPD

```
! RIJCOSX wB97M-V def2-TZVPD def2/J DEFGRID3
* xyz 0 1
N -2.17357 1.19827 -2.23323
C -1.02049 0.81379 -1.58658
C -0.83658 0.87132 -0.28078
C 0.52776 0.53385 0.35218
C 0.25209 -0.47880 1.47260
C 1.37655 -1.54904 1.40354
O 1.31700 -2.74563 1.33907
O 2.59826 -0.88681 1.04005
H -3.09226 1.25626 -1.80704
H -2.25361 0.79093 -3.17885
H -0.29947 0.23655 -2.10994
H -1.48100 1.18885 0.49350
H 1.09814 0.08760 -0.51225
H 1.09995 1.31756 0.79447
H -0.67710 -1.16846 1.38692
H 0.23105 0.04630 2.48670
H 3.33329 -1.51253 0.93964
*
```

Computed properties:
frontier orbital gap: 8.99 eV
highest occupied orbital energy: -8.1318 eV
SMILES: N/C=C/CCC(=O)O

Here are the calculated ΔE to the lowest compared entry with this formula, charge and spin numbers, same order: 1.864; 1.028; 4.570; 2.843; 3.435; 1.372; 7.659; 2.336; 7.035; 2.834; 3.235; 1.587 (eV).